One molecule with the formula C2H5PS2. Source: OMol25; level of theory: ωB97M-V/def2-TZVPD.

Last column: natural (NBO) charge in e.
Atoms and positions in Å:
C 1.07 -0.47 -0.46  -0.56
C -1.78 -0.18 -0.23  -0.74
P 3.01 0.65 -0.15  0.27
S 0.88 -2.04 -0.65  0.03
S -0.11 0.70 -0.13  0.32
H -1.48 -1.19 -0.59  0.26
H -2.24 0.45 -1.05  0.23
H -2.40 0.03 0.63  0.24
H 2.30 1.29 0.79  -0.04
H 3.59 -0.37 0.63  -0.01

Calculated values
SMILES string: CSC(P)=S
F_max (eV/Å): 3.5
Electronic energy (eV): -33112.0236
ΔE to the lowest compared entry with this formula, charge and spin (kcal/mol): 47.8
HOMO-LUMO gap (eV): 8.38
M (g mol⁻¹): 124.2

---

One molecule with the formula C2H5PS2. Source: OMol25; level of theory: ωB97M-V/def2-TZVPD.

Last column: natural (NBO) charge in e.
Atoms and positions in Å:
C 0.16 -0.02 0.13  -0.41
C 1.13 1.09 0.30  -0.69
P -0.06 -0.82 -1.47  0.27
S -1.23 -0.08 1.24  0.43
S -2.77 -1.22 0.84  -0.35
H 1.63 1.29 -0.65  0.24
H 1.83 1.02 1.12  0.24
H 0.54 1.85 0.65  0.24
H -1.52 -1.01 -1.17  0.03
H 0.29 -2.11 -0.98  0.01

Calculated values
F_max (eV/Å): 3.4
Electronic energy (eV): -33112.0182
ΔE to the lowest compared entry with this formula, charge and spin (kcal/mol): 47.9
HOMO-LUMO gap (alpha / beta) (eV): 7.31 / 6.99
M (g mol⁻¹): 124.2

---

A 2-piece molecular cluster, C2H5S overall. Source: OMol25; level of theory: ωB97M-V/def2-TZVPD.

Last column: natural (NBO) charge in e.
Atoms and positions in Å:
S 0.47 -1.61 -1.45  -1.07
H 1.68 -1.93 -0.80  0.09
C -0.60 1.96 2.11  -0.44
C -0.58 1.51 0.90  -0.38
H -0.37 3.14 2.30  0.18
H -0.37 1.30 2.99  0.18
H -0.31 0.44 0.59  0.26
H -1.09 1.98 0.06  0.19

Calculated values
F_max (eV/Å): 5.4
Electronic energy (eV): -12989.3615
ΔE to the lowest compared entry with this formula, charge and spin (kcal/mol): 35.8
HOMO-LUMO gap (eV): 6.43
Total charge: -1
M (g mol⁻¹): 61.1

---

A 2-piece molecular cluster, C2H5S overall. Source: OMol25; level of theory: ωB97M-V/def2-TZVPD.

Last column: natural (NBO) charge in e.
Atoms and positions in Å:
S 0.44 1.82 -1.02  -1.07
H 1.70 1.38 -0.57  0.09
C -0.92 -1.37 0.82  -0.36
C -0.17 -2.45 1.30  -0.47
H -1.83 -0.96 1.42  0.18
H -0.61 -0.82 -0.15  0.26
H 0.89 -2.43 1.13  0.19
H -0.62 -3.30 1.77  0.18

Calculated values
F_max (eV/Å): 3.7
Electronic energy (eV): -12989.2158
ΔE to the lowest compared entry with this formula, charge and spin (kcal/mol): 39.2
HOMO-LUMO gap (eV): 6.50
Total charge: -1
M (g mol⁻¹): 61.1

---

A 2-piece molecular cluster, C2H5S overall. Source: OMol25; level of theory: ωB97M-V/def2-TZVPD.

Last column: natural (NBO) charge in e.
Atoms and positions in Å:
S 3.39 -1.50 3.02  -1.07
H 4.49 -2.12 2.66  0.07
C -1.31 1.24 -1.03  -0.40
C -1.38 -0.06 -0.76  -0.38
H -0.58 1.86 -0.50  0.20
H -1.78 1.71 -1.89  0.18
H -1.58 -0.59 -1.69  0.19
H -1.25 -0.55 0.19  0.22

Calculated values
F_max (eV/Å): 1.9
Electronic energy (eV): -12989.4633
ΔE to the lowest compared entry with this formula, charge and spin (kcal/mol): 33.5
HOMO-LUMO gap (eV): 5.73
Total charge: -1
M (g mol⁻¹): 61.1

---

C2H6AlO6P as an isolated structure. Source: OMol25; level of theory: ωB97M-V/def2-TZVPD.

Last column: natural (NBO) charge in e.
Atoms and positions in Å:
Al 1.47 -0.26 0.49  0.89
O 3.77 -1.28 1.52  -1.17
H 4.58 -1.68 1.86  0.41
P 0.98 0.80 3.50  2.41
O 1.10 0.90 4.99  -1.13
O 2.34 1.09 2.78  -0.68
O -0.16 1.35 2.69  -1.08
O 1.19 -0.70 3.07  -0.68
C -2.40 0.55 -2.78  -0.64
C -1.41 -0.60 -2.44  0.00
O -0.76 -0.40 -1.29  -0.95
H -2.96 0.83 -1.89  0.20
H -2.99 0.21 -3.64  0.15
H -1.88 1.45 -3.15  0.17
H -0.77 -0.78 -3.33  0.06
H -2.10 -1.49 -2.39  0.05

Calculated values
F_max (eV/Å): 1.3
Electronic energy (eV): -30338.3245
ΔE to the lowest compared entry with this formula, charge and spin (kcal/mol): 2.9
HOMO-LUMO gap (eV): 3.78
Total charge: -2
M (g mol⁻¹): 184.0